No. 1
{
  "formula": "C46H70BrINO28P2",
  "method": "ωB97M-V/def2-TZVPD",
  "lumo_ev": -4.13,
  "total_charge": 1,
  "homo_ev": -11.375,
  "e_tot_ha": -7510.59396,
  "orbital_gap_ev": 7.247,
  "species": ["C", "C", "C", "C", "C", "C", "C", "C", "C", "N", "C", "C", "Br", "C", "C", "C", "C", "C", "O", "O", "P", "P", "O", "O", "O", "C", "C", "C", "O", "C", "C", "O", "C", "C", "C", "C", "I", "H", "H", "H", "H", "H", "H", "H", "H", "H", "H", "H", "H", "H", "H", "H", "H", "H", "H", "H", "H", "H", "H", "H", "H", "H", "H", "H", "H", "H", "H", "H", "H", "H", "H", "H", "H", "H", "H", "H", "H", "H", "H", "C", "C", "O", "C", "O", "O", "H", "H", "H", "H", "C", "C", "O", "C", "O", "O", "H", "H", "H", "H", "C", "C", "O", "C", "O", "O", "H", "H", "H", "H", "C", "C", "O", "C", "O", "O", "H", "H", "H", "H", "C", "C", "O", "C", "O", "O", "H", "H", "H", "H", "C", "C", "O", "C", "O", "O", "H", "H", "H", "H", "C", "C", "O", "C", "O", "O", "H", "H", "H", "H"],
  "positions_angstrom": [[7.745, -3.913, -0.591], [6.262, -3.527, -0.804], [6.078, -2.578, -2.022], [6.321, -1.089, -1.615], [5.414, -0.101, -2.394], [5.041, 1.183, -1.598], [4.239, 0.910, -0.275], [2.771, 1.344, -0.539], [1.815, 1.264, 0.718], [0.602, 0.452, 0.455], [-0.256, 0.865, -0.514], [-0.111, 2.081, -1.421], [0.882, 1.703, -3.095], [0.281, 3.424, -0.778], [-0.651, 3.844, 0.413], [-1.374, 0.104, -0.779], [-1.685, -1.064, -0.108], [-2.946, -1.861, -0.426], [-2.863, -2.768, -1.194], [-4.063, -1.494, 0.230], [-5.522, -2.123, -0.414], [-5.886, -0.926, -2.232], [-7.226, -0.395, -2.132], [-4.793, 0.297, -2.327], [-5.734, -1.940, -3.511], [-0.789, -1.467, 0.890], [-1.119, -2.770, 1.618], [-2.374, -2.686, 2.548], [-3.524, -3.362, 2.042], [-3.418, -4.736, 2.030], [-2.888, -5.574, 3.200], [-3.787, -5.307, 1.054], [0.336, -0.676, 1.166], [1.172, -1.200, 2.326], [2.398, -2.106, 1.914], [3.688, -1.719, 2.690], [4.397, -3.347, 3.951], [8.374, -3.006, -0.604], [7.893, -4.463, 0.344], [8.054, -4.576, -1.417], [5.910, -2.962, 0.077], [5.615, -4.419, -0.866], [6.866, -2.831, -2.747], [5.055, -2.734, -2.395], [7.377, -0.813, -1.769], [6.157, -0.996, -0.523], [4.461, -0.594, -2.664], [5.980, 0.155, -3.306], [5.921, 1.811, -1.405], [4.340, 1.740, -2.243], [4.682, 1.370, 0.622], [4.209, -0.183, -0.130], [2.779, 2.352, -0.965], [2.389, 0.596, -1.250], [1.540, 2.272, 1.063], [2.431, 0.859, 1.526], [-1.118, 2.278, -1.820], [1.336, 3.502, -0.491], [0.148, 4.189, -1.562], [-1.402, 3.083, 0.672], [-1.154, 4.785, 0.150], [0.012, 4.088, 1.261], [-2.061, 0.423, -1.566], [-5.328, -3.483, -0.777], [-3.964, -0.094, -2.648], [-4.782, -2.108, -3.611], [-1.370, -3.502, 0.824], [-0.270, -3.211, 2.154], [-2.155, -3.012, 3.578], [-2.662, -1.624, 2.643], [-3.676, -6.297, 3.453], [-2.585, -4.971, 4.064], [-2.021, -6.160, 2.856], [0.558, -1.743, 3.056], [1.620, -0.383, 2.909], [2.191, -3.173, 2.064], [2.563, -1.958, 0.830], [3.557, -0.874, 3.382], [4.500, -1.433, 2.013], [7.865, -5.486, 6.493], [7.214, -6.783, 6.903], [6.339, -7.052, 5.805], [6.831, -6.403, 4.720], [6.433, -6.554, 3.612], [7.835, -5.558, 5.067], [8.886, -5.394, 6.857], [7.295, -4.611, 6.814], [7.930, -7.602, 6.992], [6.656, -6.698, 7.833], [-6.900, -3.992, 2.532], [-8.317, -3.850, 2.034], [-9.067, -4.555, 3.022], [-8.335, -4.564, 4.168], [-8.739, -4.922, 5.222], [-7.071, -4.103, 3.944], [-6.280, -3.133, 2.283], [-6.415, -4.900, 2.163], [-8.651, -2.810, 2.010], [-8.462, -4.289, 1.049], [-0.172, 3.652, 4.367], [-0.623, 2.316, 3.831], [0.534, 1.496, 4.022], [1.273, 2.059, 5.024], [2.205, 1.535, 5.534], [0.799, 3.284, 5.349], [-0.983, 4.220, 4.816], [0.312, 4.268, 3.605], [-1.453, 1.894, 4.401], [-0.902, 2.358, 2.779], [-3.980, 5.668, -1.248], [-4.745, 6.954, -1.261], [-4.559, 7.457, 0.065], [-3.418, 6.904, 0.548], [-2.883, 7.230, 1.556], [-2.956, 5.920, -0.280], [-3.552, 5.432, -2.220], [-4.584, 4.822, -0.911], [-4.339, 7.671, -1.971], [-5.803, 6.806, -1.471], [6.855, 5.957, -0.755], [7.190, 5.339, -2.088], [6.195, 4.319, -2.217], [5.142, 4.676, -1.444], [4.083, 4.129, -1.457], [5.445, 5.734, -0.655], [7.085, 7.019, -0.714], [7.351, 5.454, 0.078], [7.083, 6.042, -2.916], [8.190, 4.912, -2.115], [-5.894, 8.930, -5.044], [-6.320, 7.601, -5.611], [-5.120, 6.827, -5.524], [-4.352, 7.370, -4.552], [-3.362, 6.865, -4.114], [-4.850, 8.559, -4.137], [-6.699, 9.443, -4.522], [-5.482, 9.598, -5.801], [-7.096, 7.118, -5.014], [-6.663, 7.674, -6.641], [-5.287, -3.918, -6.079], [-3.862, -4.128, -5.630], [-3.362, -5.049, -6.592], [-4.122, -4.921, -7.719], [-3.867, -5.423, -8.759], [-5.210, -4.137, -7.485], [-5.653, -2.916, -5.863], [-5.975, -4.647, -5.645], [-3.268, -3.210, -5.677], [-3.795, -4.543, -4.625]]
}

---

No. 2
{
  "formula": "C46H79CaGe2N2O3PSSi",
  "method": "ωB97M-V/def2-TZVPD",
  "lumo_ev": 0.51,
  "homo_ev": -6.529,
  "e_tot_ha": -7996.14094,
  "orbital_gap_ev": 7.043,
  "de_lowest_kcal_mol": 2.8,
  "species": ["Ca", "C", "N", "C", "C", "C", "C", "C", "N", "C", "C", "C", "C", "C", "C", "H", "H", "H", "H", "H", "H", "H", "H", "H", "H", "H", "C", "C", "Ge", "C", "C", "C", "C", "Ge", "C", "C", "C", "C", "C", "C", "C", "C", "C", "C", "H", "H", "H", "H", "H", "H", "H", "H", "H", "H", "H", "H", "H", "H", "H", "H", "H", "H", "H", "H", "H", "H", "H", "H", "H", "H", "C", "C", "C", "C", "O", "Si", "S", "O", "C", "C", "C", "C", "O", "C", "C", "C", "C", "H", "H", "H", "H", "H", "H", "H", "H", "H", "H", "H", "H", "H", "H", "H", "H", "H", "H", "H", "H", "H", "H", "H", "H", "H", "H", "H", "C", "C", "P", "C", "C", "C", "C", "H", "H", "H", "H", "H", "H", "H", "H", "H", "H", "H", "H", "H", "H", "H"],
  "positions_angstrom": [[0.207, 0.654, 1.224], [3.137, -0.207, 3.286], [1.980, 0.627, 2.931], [1.808, 1.684, 3.647], [0.709, 2.593, 3.510], [0.468, 3.740, 4.265], [-0.762, 4.245, 3.826], [-1.199, 3.371, 2.834], [-0.328, 2.365, 2.626], [4.457, 0.328, 2.785], [5.360, 0.915, 3.663], [6.574, 1.412, 3.203], [6.897, 1.315, 1.860], [6.004, 0.723, 0.976], [4.789, 0.239, 1.435], [2.969, -1.206, 2.874], [3.178, -0.319, 4.374], [2.523, 1.929, 4.439], [1.113, 4.142, 5.032], [-1.274, 5.125, 4.183], [-2.117, 3.424, 2.263], [5.117, 0.978, 4.718], [7.267, 1.869, 3.898], [7.846, 1.692, 1.500], [6.250, 0.632, -0.075], [4.095, -0.217, 0.741], [3.489, -4.154, 1.205], [2.000, -3.913, 1.431], [1.099, -2.739, 0.127], [0.283, -3.703, -1.380], [1.049, -4.990, -1.682], [2.487, -1.713, -0.760], [2.731, -0.577, -1.430], [1.540, 1.038, -1.211], [1.147, 1.584, -3.087], [1.989, 2.661, -3.760], [2.552, 2.509, -0.233], [3.817, 3.257, -0.663], [3.879, -0.612, -2.386], [4.638, 0.530, -2.621], [5.725, 0.512, -3.483], [6.057, -0.650, -4.162], [5.279, -1.787, -3.981], [4.204, -1.766, -3.108], [3.914, -4.778, 1.993], [4.049, -3.215, 1.194], [3.685, -4.657, 0.255], [1.836, -3.474, 2.419], [1.451, -4.860, 1.439], [0.343, -3.009, -2.220], [-0.774, -3.893, -1.218], [2.089, -4.789, -1.951], [0.603, -5.531, -2.520], [1.060, -5.669, -0.827], [3.227, -2.513, -0.914], [0.100, 1.901, -3.086], [1.163, 0.658, -3.675], [2.028, 3.571, -3.153], [1.587, 2.948, -4.737], [3.021, 2.341, -3.917], [2.733, 2.120, 0.778], [1.757, 3.247, -0.087], [4.712, 2.646, -0.538], [3.967, 4.149, -0.046], [3.782, 3.584, -1.704], [4.372, 1.447, -2.121], [6.306, 1.415, -3.629], [6.897, -0.667, -4.845], [5.504, -2.692, -4.532], [3.587, -2.651, -3.007], [-4.040, -2.473, -2.270], [-3.041, -1.354, -2.014], [-2.081, -1.183, -3.180], [-3.745, -0.044, -1.694], [-2.201, -1.732, -0.894], [-2.454, -2.047, 0.664], [-0.536, -1.980, 1.601], [-3.205, -3.458, 0.878], [-3.118, -4.787, 1.427], [-1.970, -5.545, 0.779], [-4.445, -5.457, 1.098], [-2.911, -4.705, 2.932], [-3.221, -0.808, 1.374], [-4.132, -0.604, 2.475], [-3.383, -0.877, 3.771], [-5.344, -1.509, 2.306], [-4.541, 0.858, 2.406], [-4.680, -2.230, -3.121], [-4.680, -2.627, -1.398], [-3.519, -3.408, -2.485], [-2.600, -0.821, -4.070], [-1.607, -2.137, -3.418], [-1.302, -0.467, -2.912], [-4.282, 0.314, -2.577], [-3.019, 0.719, -1.405], [-4.462, -0.167, -0.882], [-2.073, -5.548, -0.308], [-1.962, -6.580, 1.125], [-1.012, -5.096, 1.043], [-4.594, -5.480, 0.018], [-5.270, -4.907, 1.553], [-4.464, -6.480, 1.475], [-2.011, -4.139, 3.172], [-2.801, -5.710, 3.346], [-3.768, -4.240, 3.420], [-3.105, -1.927, 3.855], [-3.997, -0.619, 4.636], [-2.473, -0.275, 3.807], [-5.045, -2.552, 2.203], [-5.912, -1.218, 1.420], [-6.000, -1.421, 3.175], [-3.664, 1.504, 2.477], [-5.222, 1.106, 3.223], [-5.049, 1.056, 1.465], [-0.788, 6.293, -0.890], [-0.513, 4.814, -0.640], [-1.814, 3.609, -1.136], [-3.330, 4.454, -0.502], [-4.572, 3.579, -0.574], [-1.911, 3.971, -2.948], [-2.641, 2.909, -3.761], [0.098, 6.898, -0.687], [-1.587, 6.666, -0.246], [-1.081, 6.487, -1.924], [-0.303, 4.642, 0.419], [0.387, 4.503, -1.178], [-3.491, 5.392, -1.042], [-3.121, 4.733, 0.536], [-4.842, 3.346, -1.606], [-5.435, 4.063, -0.113], [-4.404, 2.630, -0.069], [-0.876, 4.055, -3.294], [-2.371, 4.951, -3.105], [-2.186, 1.926, -3.627], [-2.618, 3.147, -4.827], [-3.688, 2.823, -3.465]]
}